Record 1
2 unconnected molecules or ions with the total composition C5H13N. Source: the OMol25 dataset; level of theory: wB97M-V/def2-TZVPD.

Geometry as ORCA input:
```
! RIJCOSX wB97M-V def2-TZVPD def2/J DEFGRID3
* xyz 0 1
C 0.66741 -3.08730 1.67399
C -0.14280 -1.86043 1.95151
C -0.82452 -1.62975 3.05444
H 1.57732 -3.09626 2.27886
H 0.10921 -4.00796 1.80500
H 1.06348 -3.08522 0.65738
H -0.10880 -1.03406 1.24558
H -1.37538 -0.71559 3.22108
H -0.93279 -2.39861 3.81095
C 0.23881 3.15256 -1.73937
C -0.55634 1.88263 -1.92523
N 0.19348 0.88728 -2.67355
H 0.70477 3.44200 -2.68284
H -0.39489 3.95987 -1.38262
H 1.04700 3.02844 -1.01693
H -0.87972 1.51613 -0.93862
H -1.45027 2.18299 -2.48010
H 1.17206 0.91708 -2.40467
H -0.10804 -0.05381 -2.45485
*
```

orbital gap: 10.2 eV
SMILES: C=CC.CCN
energy: -253.01499 Ha
E_HOMO: -9.31 eV
M: 87.17 g mol⁻¹
relative energy (zero: lowest compared OMol25 entry of this formula, charge and spin): 126.27 kJ/mol

Atom charges from the Mulliken analysis, given in e for atoms 1 to 5:
1 C -0.985
2 C 0.147
3 C -0.799
4 H 0.262
5 H 0.295

---

Record 2
A molecular structure, C31H41MgN5OSi2. Source: the OMol25 dataset; level of theory: wB97M-V/def2-TZVPD.

Geometry as ORCA input:
```
! RIJCOSX wB97M-V def2-TZVPD def2/J DEFGRID3
* xyz 0 1
Mg -0.35257 -0.46540 -0.35276
C -1.79818 -3.00963 -0.92439
C -1.04367 -3.40466 0.34826
C 0.45278 -3.21749 0.22449
C 1.28858 -4.19610 0.69172
C 2.69519 -3.93030 0.66453
C 3.17381 -2.83425 0.05929
C 2.25202 -1.87009 -0.64355
N 0.84557 -2.05488 -0.32093
N -2.15920 -1.57804 -0.97788
C -3.29689 -1.29080 -0.11204
C -3.44845 0.18001 0.19326
C -4.59059 0.63167 0.84156
C -4.68120 1.96300 1.20389
C -3.61622 2.80158 0.90549
C -2.52445 2.27089 0.24709
N -2.43358 0.98727 -0.11500
C -2.50131 -1.17520 -2.34625
C -1.29019 -1.17375 -3.23429
C -1.31354 -1.72192 -4.50577
C -0.15336 -1.68967 -5.26748
C 0.97326 -1.09445 -4.72965
C 0.89886 -0.53827 -3.46012
N -0.20613 -0.58960 -2.71761
H -2.70649 -3.61941 -1.04100
H -1.14860 -3.22129 -1.77415
H -1.24474 -4.45315 0.56544
H -1.39697 -2.81773 1.20415
H 0.90195 -5.10928 1.12161
H 3.37416 -4.61887 1.15530
H 4.24023 -2.63806 0.02063
H 2.36855 -1.99601 -1.74513
H -3.16014 -1.80953 0.83913
H -4.22898 -1.66899 -0.55713
H -5.39092 -0.06181 1.06893
H -5.55501 2.33939 1.71862
H -3.62327 3.84640 1.18261
H -1.67111 2.89374 0.00978
H -2.88881 -0.15432 -2.30474
H -3.28430 -1.82271 -2.76400
H -2.22233 -2.16183 -4.89515
H -0.13861 -2.11906 -6.26058
H 1.90172 -1.05781 -5.28265
H 1.74679 -0.01596 -3.03633
C 0.71698 -1.05265 3.23354
Si -0.33198 0.11221 2.10732
C -1.93686 0.25252 3.18481
C 0.41176 1.89265 2.34852
C 0.24500 2.48598 3.60451
C 0.57938 3.80666 3.86049
C 1.09346 4.58903 2.83712
C 1.30098 4.01967 1.59321
C 0.98386 2.67974 1.32514
Si 1.45349 2.12478 -0.42156
C 0.19526 2.60321 -1.74762
C 3.02978 3.04475 -0.92553
H 1.28085 -0.50711 3.99712
H 1.42309 -1.65271 2.65416
H 0.06078 -1.75857 3.75050
H -1.72692 0.17136 4.25488
H -2.63802 -0.55232 2.93805
H -2.45830 1.19975 3.02076
H -0.17125 1.89245 4.41162
H 0.43478 4.22701 4.84875
H 1.33753 5.63057 3.00754
H 1.73131 4.63510 0.80765
H -0.14191 3.63386 -1.61159
H -0.67707 1.94751 -1.73467
H 0.65111 2.53221 -2.73759
H 2.77768 4.07882 -1.17255
H 3.47091 2.60761 -1.82190
H 3.78586 3.07541 -0.13823
C 3.28936 -0.10256 0.97585
C 2.71021 -0.38107 -0.40882
N 3.68292 -0.07582 -1.45623
O 1.55171 0.47035 -0.57068
H 4.12792 -0.75894 1.18959
H 2.52947 -0.23551 1.74213
H 3.64005 0.93379 1.01334
H 4.35569 0.60950 -1.13596
H 4.18742 -0.91290 -1.72085
*
```

orbital gap: 6.0 eV
energy: -2334.11935 Ha
E_HOMO: -5.64 eV
M: 580.18 g mol⁻¹
relative energy (zero: lowest compared OMol25 entry of this formula, charge and spin): 14.27 kJ/mol

Atom charges from the Mulliken analysis, given in e for atoms 1 to 5:
1 Mg 3.151
2 C -1.183
3 C -1.181
4 C 0.888
5 C -1.312

---

Record 3
2 unconnected molecules or ions with the total composition C5H14NOS at a distorted geometry. Source: the OMol25 dataset; level of theory: wB97M-V/def2-TZVPD.

Geometry as ORCA input:
```
! RIJCOSX wB97M-V def2-TZVPD def2/J DEFGRID3
* xyz 0 2
C -1.82162 -0.82898 2.32174
N -2.83090 -0.03049 1.63421
C -2.18141 0.71581 0.43765
O -1.78861 -0.09645 -0.62173
H -1.10817 -1.31816 1.67623
H -2.27138 -1.64692 2.96152
H -1.18188 -0.20794 2.96601
H -3.47199 -0.62328 1.12011
H -1.25149 1.15217 0.94469
H -2.93920 1.50018 0.18715
C 0.39571 1.44931 -1.73335
C 1.43940 0.35094 -1.71332
S 1.47595 -0.46791 -0.00151
C 3.12328 -1.20725 -0.09846
H 0.14113 1.63617 -2.80542
H 0.88607 2.38460 -1.33887
H -0.53097 1.19970 -1.21516
H 2.49119 0.67036 -1.96738
H 1.14717 -0.43778 -2.42457
H 3.25701 -1.59856 -1.12726
H 3.89679 -0.50650 0.16845
H 3.12391 -2.08901 0.62928
*
```

orbital gap (alpha / beta): 9.4 / 6.6 eV
energy: -726.95900 Ha
E_HOMO (alpha / beta): -8.46 / -8.45 eV
M: 136.24 g mol⁻¹
relative energy (zero: lowest compared OMol25 entry of this formula, charge and spin): 180.39 kJ/mol

Atom charges from the Mulliken analysis, given in e for atoms 1 to 5:
1 C -0.749
2 N -0.430
3 C -0.222
4 O -0.356
5 H 0.276

---

Question: Which of these has the highest M?
Answer: C31H41MgN5OSi2